(1)
Density functional theory data (ωB97M-V with the def2-TZVPD basis set) for C24H22N2O4 in the gas phase at a distorted geometry.

The value obtained for the LUMO energy is 0.06 eV. The HOMO energy comes out at -7.568 eV. Its total energy is -36415.237 eV. The calculation puts the frontier orbital gap at 7.6 eV. Its structure (SMILES) is O=C(N/C(=C\c1ccc(-c2ccccc2)o1)C(=O)N1CCOCC1)c1ccccc1. Its energy relative to the best compared isomer or geometry (same formula, charge and spin) is 2.6318 eV.

Geometry as XYZ:
```
52
Properties=species:S:1:pos:R:3:forces:R:3:lowdin_charge:R:1
O 0.127 0.248 3.580 0.08 0.13 0.02 0.1063
C 0.335 1.100 2.739 -0.16 0.01 0.00 -0.3910
N 0.436 0.795 1.407 -0.08 0.19 -0.33 0.1685
C 0.517 -0.504 0.934 0.07 -0.25 -0.52 -0.1561
C 0.360 -0.840 -0.360 0.11 -0.17 0.48 0.0491
C -0.023 0.026 -1.440 -0.47 0.99 0.39 -0.2448
C -0.625 1.266 -1.501 0.35 -0.68 0.26 -0.0138
C -0.774 1.572 -2.865 0.31 -0.59 -0.68 0.0000
C -0.258 0.506 -3.566 -0.56 1.10 0.42 -0.2163
C -0.137 0.260 -4.988 0.17 -0.35 -0.36 -0.1522
C 0.426 -0.933 -5.446 -0.06 0.13 0.17 -0.0198
C 0.546 -1.176 -6.800 0.01 -0.02 -0.13 -0.0799
C 0.107 -0.236 -7.719 0.02 -0.05 -0.06 -0.0910
C -0.454 0.951 -7.274 -0.02 0.03 -0.05 -0.0839
C -0.576 1.201 -5.921 0.05 -0.11 0.19 -0.0275
O 0.187 -0.428 -2.696 0.17 -0.23 -0.12 0.0930
C 1.020 -1.526 1.929 0.09 -0.17 -0.17 -0.4410
O 2.209 -1.576 2.177 0.17 0.17 0.06 0.0915
N 0.117 -2.399 2.408 -0.11 -0.33 -0.05 -0.0493
C -1.315 -2.276 2.279 -0.34 -0.20 -0.05 -0.1165
C -1.895 -3.656 1.947 -0.08 0.37 -0.12 -0.1859
O -1.527 -4.616 2.908 -0.10 -0.08 0.12 -0.1297
C -0.124 -4.730 3.005 0.27 0.13 0.16 -0.1825
C 0.515 -3.393 3.383 0.13 -0.35 -0.08 -0.0994
C 0.488 2.541 3.071 0.05 0.33 0.27 -0.1290
C 0.985 2.851 4.336 -0.04 -0.15 -0.11 -0.0100
C 1.159 4.167 4.717 0.01 0.02 0.02 -0.0679
C 0.823 5.190 3.846 -0.02 0.03 -0.02 -0.0794
C 0.307 4.891 2.596 -0.01 0.11 -0.05 -0.0772
C 0.142 3.574 2.205 0.04 -0.17 0.06 -0.0316
H 0.591 1.535 0.736 0.09 -0.04 0.14 0.1258
H 0.559 -1.861 -0.650 0.04 -0.15 0.10 0.1355
H -0.976 1.861 -0.682 -0.04 0.05 0.22 0.0951
H -1.210 2.462 -3.269 -0.08 0.15 -0.17 0.1078
H 0.768 -1.663 -4.728 0.03 -0.07 0.03 0.1145
H 0.983 -2.102 -7.142 0.03 -0.07 -0.02 0.1036
H 0.201 -0.427 -8.777 0.01 -0.01 -0.08 0.1003
H -0.796 1.686 -7.987 -0.03 0.06 -0.04 0.1028
H -1.013 2.127 -5.583 -0.05 0.11 0.03 0.1070
H -1.561 -1.562 1.493 -0.04 -0.07 0.08 0.1256
H -1.729 -1.921 3.231 -0.02 0.02 -0.08 0.1347
H -2.985 -3.626 1.947 0.06 0.04 -0.06 0.1272
H -1.540 -3.967 0.951 -0.05 0.04 0.06 0.1279
H 0.067 -5.481 3.773 0.06 0.04 -0.06 0.1267
H 0.289 -5.077 2.045 0.00 0.02 0.09 0.1295
H 1.603 -3.457 3.380 -0.11 -0.03 0.06 0.1286
H 0.170 -3.084 4.377 0.04 0.00 -0.02 0.1408
H 1.235 2.038 5.001 0.01 -0.06 0.06 0.1205
H 1.554 4.397 5.696 0.04 0.01 0.07 0.1059
H 0.955 6.220 4.142 0.01 0.08 0.02 0.1040
H 0.030 5.688 1.921 -0.03 0.05 -0.04 0.1046
H -0.288 3.367 1.235 -0.03 -0.03 -0.10 0.0991
```
Forces are in eV/Å.

=====

(2)
Density functional theory data (ωB97M-V with the def2-TZVPD basis set) for a molecular structure, C24H23AsBF5N10O7Rb.

The value obtained for the LUMO energy (alpha / beta) is 3.65 / 3.26 eV. The HOMO energy (alpha / beta) comes out at -2.713 / -2.713 eV. Its total energy is -130251.874 eV. The net charge is -2. The calculation puts the frontier orbital gap (alpha / beta) at 6.4 / 6.0 eV. Its energy relative to the best compared isomer or geometry (same formula, charge and spin) is 0.5927 eV. The spin multiplicity is 2.

Geometry as XYZ:
```
72
Properties=species:S:1:pos:R:3:forces:R:3:mulliken_spin:R:1
Rb -0.764 -0.046 -0.509 -0.02 -0.63 0.34 -0.0553
C -3.034 -0.911 3.862 0.01 -0.02 -0.01 -0.0005
C -2.501 -0.009 2.926 -0.01 0.05 -0.03 0.0029
N -1.420 -0.500 2.338 -0.08 -0.06 0.35 -0.0025
N -1.231 -1.718 2.886 0.09 0.00 -0.18 0.0015
C -2.187 -1.995 3.791 -0.01 0.01 0.01 0.0002
B -0.178 -2.675 2.285 -0.01 0.00 0.06 -0.0012
N -0.612 -3.079 0.871 -0.13 0.20 0.06 0.0032
C 0.151 -3.636 -0.100 0.06 0.04 0.06 0.0000
C -0.620 -3.787 -1.221 -0.03 0.04 -0.05 -0.0006
C -1.873 -3.278 -0.835 -0.06 -0.03 0.02 -0.0005
N -1.871 -2.853 0.420 0.07 -0.23 0.00 -0.0005
N 1.217 -2.016 2.196 -0.12 -0.02 -0.19 -0.0006
C 2.261 -2.055 3.049 -0.03 -0.03 0.09 0.0001
C 3.258 -1.258 2.535 0.03 0.04 -0.03 0.0000
C 2.715 -0.759 1.336 -0.01 0.05 0.02 -0.0004
N 1.490 -1.214 1.139 0.05 -0.01 0.18 0.0039
N -0.142 -3.948 3.175 0.01 0.04 0.03 0.0001
C -0.652 -5.154 2.854 0.03 0.00 0.02 0.0000
C -0.545 -5.970 3.960 -0.01 0.01 -0.01 0.0000
C 0.049 -5.146 4.930 0.01 0.00 0.03 0.0000
N 0.284 -3.931 4.458 -0.03 -0.03 -0.07 0.0000
H -3.900 -0.793 4.491 -0.01 0.00 0.00 0.0000
H -2.856 0.974 2.656 0.00 0.01 0.00 0.0002
H -2.191 -2.933 4.319 -0.01 -0.02 0.02 0.0000
H 1.198 -3.823 0.067 0.02 -0.01 0.00 0.0001
H -0.303 -4.091 -2.203 -0.01 -0.01 -0.01 0.0000
H -2.765 -3.169 -1.432 0.00 -0.02 -0.01 -0.0001
H 2.201 -2.637 3.953 0.01 0.01 -0.01 0.0001
H 4.229 -1.068 2.961 0.01 0.00 -0.01 0.0000
H 3.151 -0.089 0.611 0.02 0.00 -0.01 0.0000
H -1.052 -5.336 1.872 -0.02 -0.01 -0.03 -0.0001
H -0.849 -6.999 4.047 0.00 -0.01 0.00 0.0000
H 0.318 -5.382 5.948 0.00 0.00 0.00 0.0000
O 0.456 -1.698 -4.818 0.10 -0.04 -0.30 0.0000
C 0.405 -0.859 -3.904 -0.19 -0.10 0.40 0.0006
O -0.150 -1.000 -2.787 -0.04 -0.23 -0.48 0.0085
C 1.087 0.496 -4.161 0.20 0.28 -0.13 0.0011
C 1.633 0.677 -5.396 -0.02 -0.05 0.02 -0.0002
C 2.273 1.878 -5.768 0.08 0.03 -0.20 0.0000
C 2.373 2.923 -4.881 -0.04 0.01 0.13 0.0000
C 1.864 2.767 -3.607 0.10 0.25 -0.18 0.0003
C 1.166 1.570 -3.154 -0.16 -0.31 0.04 -0.0008
O 0.654 1.488 -2.029 0.23 0.53 -0.15 -0.0082
N 2.025 3.912 -2.737 0.05 -0.33 0.03 0.0000
O 2.180 5.020 -3.245 -0.03 0.16 -0.06 0.0000
O 2.032 3.745 -1.527 0.01 0.07 0.04 0.0002
N 2.839 2.032 -7.080 -0.11 -0.14 0.15 0.0000
O 2.744 1.102 -7.871 0.01 -0.02 -0.06 0.0000
O 3.399 3.087 -7.369 0.05 0.09 -0.03 0.0000
H 1.556 -0.149 -6.092 0.01 0.03 0.00 0.0000
H 2.854 3.846 -5.163 0.00 -0.01 0.00 0.0000
C 1.659 3.019 1.646 0.03 -0.08 0.01 0.0002
As -0.222 2.799 1.168 -0.11 0.27 0.11 0.0093
C -0.933 3.158 2.970 0.03 0.06 0.01 0.0004
C -0.526 4.605 0.467 0.03 0.03 0.04 -0.0011
H 1.793 3.945 2.208 0.03 0.00 -0.01 -0.0003
H 2.255 3.042 0.735 -0.03 0.00 0.01 -0.0001
H 1.962 2.167 2.254 0.02 0.01 0.00 0.0004
H -0.424 4.022 3.404 -0.02 -0.01 0.03 0.0003
H -0.788 2.284 3.602 0.02 0.00 0.00 -0.0004
H -2.003 3.369 2.912 0.00 0.00 -0.01 0.0000
H -0.205 5.357 1.192 0.00 0.01 -0.02 0.0000
H -1.588 4.736 0.254 0.00 0.01 0.00 0.0005
H 0.042 4.721 -0.453 0.00 0.00 -0.01 0.0000
F -4.004 2.083 -0.335 -0.18 0.25 0.21 0.0640
C -3.546 1.353 -1.327 0.76 0.23 -0.42 0.7983
F -4.383 0.406 -1.669 -0.29 -0.22 -0.14 0.0614
C -2.966 2.153 -2.502 -0.64 -0.09 0.34 0.0847
F -2.120 3.069 -2.070 0.10 0.16 0.15 0.0028
F -2.380 1.359 -3.365 0.04 -0.19 -0.18 0.0032
F -3.989 2.799 -3.137 0.14 -0.03 -0.01 0.0252
```
Forces are in eV/Å.

=====

(3)
Density functional theory data (ωB97M-V with the def2-TZVPD basis set) for a molecular structure, C24H23AuN7PS.

The value obtained for the LUMO energy (alpha / beta) is -5.29 / -9.16 eV. The HOMO energy (alpha / beta) comes out at -13.085 / -14.549 eV. Its total energy is -59492.854 eV. The net charge is +2. The calculation puts the frontier orbital gap (alpha / beta) at 7.8 / 5.4 eV. Its energy relative to the best compared isomer or geometry (same formula, charge and spin) is 0.0000 eV. The spin multiplicity is 3.

Geometry as XYZ:
```
57
Properties=species:S:1:pos:R:3:forces:R:3:mulliken_spin:R:1
Au -0.234 0.108 0.089 0.04 0.14 0.18 0.3011
N -1.400 2.587 -1.376 -0.02 -0.13 0.07 0.0070
P -0.500 2.438 0.044 0.16 0.16 -0.25 0.2492
C -1.316 3.351 1.328 -0.08 0.02 0.15 0.0090
C -1.266 4.748 1.332 0.05 0.01 0.05 0.0033
C -1.964 5.450 2.298 0.00 -0.01 0.01 0.0018
C -2.698 4.767 3.262 0.00 0.01 0.00 0.0000
C -2.743 3.380 3.264 0.01 -0.01 -0.03 0.0026
C -2.054 2.669 2.294 -0.07 0.03 -0.02 0.0018
C 1.113 3.141 -0.254 -0.05 0.13 -0.04 0.0016
C 1.654 3.116 -1.541 0.03 0.00 -0.02 0.0219
C 2.944 3.571 -1.751 -0.04 0.00 0.02 -0.0102
C 3.697 4.040 -0.682 0.01 0.00 0.00 0.0225
C 3.163 4.058 0.600 -0.02 0.00 0.01 -0.0109
C 1.870 3.611 0.821 0.03 0.00 0.02 0.0193
C -1.890 1.507 -2.099 -0.01 0.09 0.04 -0.0015
C -2.789 1.716 -3.149 0.05 0.01 0.01 0.0071
C -3.260 0.629 -3.843 -0.03 -0.05 -0.04 -0.0024
C -2.843 -0.656 -3.486 0.00 0.08 -0.02 0.0053
C -1.964 -0.777 -2.445 0.07 -0.01 0.02 -0.0020
N -1.479 0.282 -1.762 -0.19 -0.12 -0.01 0.0940
H -1.809 3.485 -1.597 0.03 0.03 -0.06 0.0021
H -0.671 5.285 0.602 0.00 -0.02 -0.03 0.0018
H -1.931 6.531 2.307 0.00 0.00 0.00 0.0005
H -3.237 5.323 4.017 0.00 0.00 0.00 0.0000
H -3.317 2.856 4.015 0.00 0.01 0.00 0.0001
H -2.098 1.587 2.277 0.01 -0.04 0.01 0.0006
H 1.065 2.760 -2.378 -0.01 -0.01 0.01 0.0034
H 3.359 3.568 -2.750 0.01 0.01 0.00 -0.0002
H 4.703 4.402 -0.850 0.00 0.00 0.00 0.0009
H 3.749 4.432 1.428 0.01 0.00 0.00 -0.0003
H 1.455 3.641 1.821 -0.02 -0.02 -0.01 0.0015
H -3.100 2.721 -3.399 0.00 0.00 0.00 -0.0001
H -3.957 0.772 -4.658 0.00 -0.01 0.00 -0.0003
H -3.198 -1.532 -4.007 0.00 -0.01 0.01 0.0012
H -1.618 -1.748 -2.120 -0.01 0.00 0.01 0.0014
N 0.172 -2.128 -0.278 0.05 -0.15 -0.21 0.2196
C 0.636 -2.954 -0.930 0.18 -0.35 -0.07 -0.0462
C 1.209 -3.991 -1.731 -0.25 0.34 0.25 0.4067
C 0.434 -4.524 -2.769 -0.01 -0.02 -0.05 -0.0563
N -0.240 -4.921 -3.620 -0.01 0.00 -0.01 0.2822
C 2.515 -4.412 -1.449 0.08 -0.02 -0.01 -0.0544
N 3.596 -4.726 -1.191 0.00 0.00 0.04 0.2791
C 2.428 -3.415 3.194 0.05 0.00 0.00 -0.0011
N 2.243 -2.138 2.519 -0.06 0.15 0.01 0.0184
C 1.246 -1.290 2.757 0.12 -0.19 0.09 0.0128
S 1.320 0.271 1.985 -0.08 -0.08 -0.03 0.1870
N 0.294 -1.647 3.605 -0.06 0.04 -0.10 0.0157
C -0.854 -0.841 4.007 0.06 -0.01 0.01 0.0017
H 3.328 -3.881 2.806 -0.01 -0.01 0.00 0.0001
H 1.586 -4.082 2.996 0.01 -0.01 0.01 0.0014
H 2.551 -3.279 4.270 -0.03 0.00 0.00 0.0014
H 2.989 -1.764 1.954 0.04 -0.06 -0.04 -0.0001
H 0.365 -2.562 4.026 0.02 0.01 0.01 -0.0011
H -0.671 0.190 3.722 -0.03 0.04 0.01 -0.0006
H -0.961 -0.899 5.088 -0.03 -0.01 -0.01 0.0001
H -1.765 -1.208 3.533 0.00 0.01 0.00 0.0004
```
Forces are in eV/Å.

=====

(4)
Density functional theory data (ωB97M-V with the def2-TZVPD basis set) for a molecular structure, C24H23CdN4STe.

The value obtained for the LUMO energy is 2.10 eV. The HOMO energy comes out at -2.283 eV. Its total energy is -53913.702 eV. The net charge is -1. The calculation puts the frontier orbital gap at 4.4 eV. Its energy relative to the best compared isomer or geometry (same formula, charge and spin) is 0.1290 eV.

Geometry as XYZ:
```
54
Properties=species:S:1:pos:R:3:forces:R:3:lowdin_charge:R:1
Cd -2.188 1.797 0.528 0.27 0.21 0.12 0.9897
N -3.689 4.615 3.812 0.00 -0.01 0.02 0.0300
C -2.976 3.807 2.965 0.02 -0.05 -0.01 -0.9294
S -3.832 3.386 1.497 -0.05 -0.04 -0.04 0.3613
N -1.804 3.450 3.395 -0.02 0.03 0.00 -0.0420
N -1.094 2.632 2.549 -0.02 -0.09 -0.07 -0.1233
C -0.021 2.145 3.029 -0.04 0.00 0.02 -0.1100
C 0.840 1.264 2.213 0.07 -0.02 -0.03 -0.3088
C 1.265 0.055 2.750 -0.01 -0.01 -0.01 -0.0221
C 1.954 -0.834 1.941 0.01 -0.01 0.03 -0.0556
C 2.228 -0.458 0.638 -0.05 0.00 -0.01 -0.0494
C 1.795 0.785 0.205 -0.04 0.00 0.00 -0.1479
N 1.116 1.643 0.961 -0.06 0.02 0.01 0.0796
H -4.468 5.113 3.420 0.00 0.01 -0.01 0.0569
H -3.155 5.066 4.536 0.00 0.01 0.00 0.0834
H 0.235 2.337 4.071 0.01 0.03 -0.01 0.1181
H 1.005 -0.207 3.768 -0.01 0.00 0.00 0.1110
H 2.234 -1.814 2.308 0.00 -0.01 -0.01 0.1016
H 2.726 -1.130 -0.048 0.00 -0.01 -0.01 0.1110
H 1.977 1.086 -0.819 0.02 0.02 -0.03 0.0936
C 0.572 3.439 -2.236 -0.03 -0.06 0.00 -0.4577
Te -0.607 4.200 -0.637 0.05 0.03 -0.02 1.0573
C -2.001 5.182 -1.924 -0.02 -0.04 0.02 -0.4792
H 0.828 4.243 -2.921 -0.01 0.01 0.01 -0.0040
H 0.029 2.649 -2.748 0.00 0.00 0.01 0.0014
H 1.478 3.031 -1.800 0.03 -0.01 0.03 -0.0270
H -2.303 4.500 -2.717 0.00 -0.01 0.01 0.0000
H -1.575 6.087 -2.348 0.01 0.00 0.01 -0.0116
H -2.870 5.427 -1.316 0.00 0.02 -0.01 -0.0203
C -1.434 0.084 -0.289 -0.33 -0.19 0.13 -0.2602
C -0.907 -1.001 -0.499 0.11 0.13 -0.26 -0.2863
C -0.189 -2.177 -0.814 0.06 -0.06 0.13 -0.2332
C 0.233 -2.358 -2.186 0.02 0.04 0.02 -0.1896
C 0.644 -3.598 -2.726 0.00 -0.02 -0.01 -0.0681
C 1.035 -3.729 -4.048 0.00 0.00 -0.01 -0.1276
C 1.032 -2.642 -4.914 0.00 0.00 0.00 -0.1489
C 0.601 -1.415 -4.416 0.00 0.00 0.00 -0.1273
C 0.210 -1.275 -3.098 0.00 0.00 -0.01 -0.0551
C 0.185 -3.023 0.292 0.02 0.05 -0.05 -0.2110
C 1.305 -3.891 0.287 0.01 -0.03 0.00 -0.0769
C 1.696 -4.593 1.414 -0.01 0.01 0.01 -0.1330
C 1.000 -4.485 2.615 0.02 -0.01 0.01 -0.1538
C -0.105 -3.637 2.648 -0.01 0.01 -0.02 -0.1314
C -0.498 -2.927 1.530 -0.01 -0.01 0.03 -0.0652
H 0.616 -4.482 -2.104 -0.02 0.01 -0.02 0.0924
H 1.333 -4.707 -4.411 0.00 0.00 0.00 0.0877
H 1.340 -2.749 -5.947 0.00 0.00 0.00 0.0770
H 0.570 -0.549 -5.069 0.00 0.00 0.00 0.0865
H -0.134 -0.313 -2.737 0.00 0.00 0.00 0.0784
H 1.908 -3.974 -0.608 0.01 0.00 0.04 0.0882
H 2.573 -5.230 1.357 0.00 0.00 0.00 0.0885
H 1.306 -5.043 3.491 0.00 0.00 0.00 0.0764
H -0.671 -3.525 3.568 0.00 0.00 0.00 0.0899
H -1.348 -2.258 1.591 0.00 0.00 0.00 0.0960
```
Forces are in eV/Å.

=====

Which formula does entry 4 have? C24H23CdN4STe

=====

Number 3 is which compound? C24H23AuN7PS

=====

Look up the energy relative to the best compared isomer or geometry (same formula, charge and spin) of the fourth one. 0.1290 eV